No. 1
Computed, not measured: C3HBr3N2O2 as an isolated structure in a non-equilibrium geometry, with ωB97M-V with the def2-TZVPD basis set.

Results
LUMO energy (spin up / spin down) = -1.6 / -3.2 eV
E_HOMO (spin up / spin down) = -10.39 / -8.73 eV
Kohn-Sham gap (spin up / spin down) = 0.3244 / 0.2018 hartree
Relative energy (zero: lowest compared OMol25 entry of this formula, charge and spin) = 2.2723 eV

Each line ends with the natural charge from an NBO analysis.
Atoms and positions in Å:
1 C -0.028 -1.254 0.328  0.555
2 C -0.929 1.055 -0.293  0.688
3 C 1.380 -0.993 -0.044  -0.306
4 N -0.961 -0.368 -0.114  -0.655
5 N -0.089 1.636 0.585  -0.455
6 O -0.292 -2.283 0.910  -0.542
7 O -1.671 1.568 -1.091  -0.507
8 Br 1.868 -0.084 -1.572  0.175
9 Br 2.668 -1.971 0.816  0.214
10 Br -0.032 3.416 0.590  0.402
11 H -1.913 -0.723 -0.116  0.430

Force components x, y, z for each atom (eV/Å):
1.450 -0.340 0.073
-1.190 -1.558 -1.168
-0.274 0.034 0.133
-1.287 1.006 -0.220
1.630 0.386 1.478
-0.534 0.034 0.108
-0.100 0.273 0.003
-0.013 0.222 -0.173
0.217 -0.084 0.145
-0.140 0.077 -0.238
0.241 -0.050 -0.140

=====

No. 2
Computed, not measured: one molecule with the formula C3HBrClN in a non-equilibrium geometry, with ωB97M-V with the def2-TZVPD basis set.

Results
LUMO energy = -0.6 eV
E_HOMO = -9.62 eV
Structure (SMILES) = N#C/C(Br)=C/Cl
Kohn-Sham gap = 0.3298 hartree
Relative energy (zero: lowest compared OMol25 entry of this formula, charge and spin) = 0.4621 eV

Each line ends with the natural charge from an NBO analysis.
Atoms and positions in Å:
1 N -1.744 1.880 -0.495  -0.258
2 C -0.878 1.128 -0.445  0.207
3 C 0.199 0.240 -0.353  -0.264
4 Br 1.753 0.552 -1.355  0.155
5 C 0.108 -0.857 0.625  -0.170
6 Cl 1.366 -1.952 0.846  0.092
7 H -0.804 -0.992 1.177  0.237

Force components x, y, z for each atom (eV/Å):
-0.293 0.165 -0.056
-0.295 0.427 -0.095
0.460 -4.574 3.837
-0.285 -0.020 0.086
0.502 4.160 -4.060
0.032 -0.124 0.126
-0.121 -0.033 0.162